1.
Entry from OMol25: a molecular structure, C30H29BrN7O4PtS (ωB97M-V with the def2-TZVPD basis set).

Last column: Mulliken charge in e.
Cartesian coordinates (Å):
Pt  1.130  0.825  1.026  2.84
C  5.761  -0.196  2.713  -0.63
O  5.338  1.027  2.052  -0.44
C  4.087  1.122  1.693  0.82
O  3.225  0.264  1.880  -0.87
N  3.850  2.303  1.055  -0.17
N  2.534  2.642  0.714  -0.73
H  6.730  0.036  3.138  0.26
H  5.846  -0.988  1.974  0.30
H  5.049  -0.469  3.486  0.27
H  4.562  3.019  1.068  0.28
H  2.517  3.000  -0.235  0.30
H  2.174  3.353  1.348  0.32
Br  -0.801  -5.158  -7.536  -0.09
C  -0.179  -5.428  -5.794  0.13
C  -0.889  -4.875  -4.725  -0.66
C  -0.441  -5.063  -3.437  -0.28
C  0.723  -5.813  -3.227  0.20
C  1.406  -6.401  -4.293  -0.11
C  0.965  -6.190  -5.584  -0.49
N  1.233  -6.097  -1.953  -0.64
N  0.909  -5.567  -0.913  0.10
C  0.612  -4.345  -0.430  0.26
C  -0.269  -4.311  0.675  -0.38
C  -0.592  -3.149  1.317  -1.07
C  0.026  -1.931  0.953  0.88
O  -0.191  -0.847  1.579  -0.81
C  0.971  -1.951  -0.159  0.47
N  1.559  -0.770  -0.463  -0.61
C  2.460  -0.720  -1.426  -0.24
C  2.849  -1.855  -2.142  -1.03
C  2.268  -3.062  -1.848  -0.52
C  1.281  -3.135  -0.848  0.34
H  -1.796  -4.320  -4.918  0.42
H  -1.002  -4.666  -2.602  0.48
H  2.274  -7.014  -4.089  0.50
H  1.487  -6.628  -6.423  0.45
H  -0.700  -5.251  0.995  0.52
H  -1.285  -3.145  2.146  0.51
H  2.910  0.244  -1.628  0.54
H  3.609  -1.772  -2.905  0.47
H  2.585  -3.948  -2.378  0.54
S  -4.943  2.891  -1.275  -0.03
C  -3.326  2.541  -0.633  0.54
C  -3.084  2.385  0.728  -0.47
C  -1.818  1.978  1.117  -0.29
N  -0.841  1.726  0.241  -0.37
C  -1.092  1.857  -1.062  -0.34
C  -2.325  2.257  -1.552  -0.84
C  -5.401  4.444  -0.760  0.94
C  -6.798  4.683  -0.848  -0.48
C  -7.268  5.931  -0.467  -0.38
N  -6.463  6.896  -0.041  -0.38
C  -5.136  6.672  0.025  -0.41
C  -4.549  5.479  -0.317  -0.31
H  -3.853  2.539  1.471  0.49
H  -1.576  1.836  2.160  0.47
H  -0.281  1.627  -1.740  0.52
H  -2.484  2.344  -2.618  0.47
H  -7.477  3.914  -1.195  0.42
H  -8.325  6.159  -0.510  0.40
H  -4.535  7.508  0.360  0.38
H  -3.478  5.359  -0.280  0.47
C  1.323  0.384  4.537  -0.87
C  0.926  1.766  4.144  0.93
C  0.757  2.779  5.224  -1.36
O  0.772  2.101  2.964  -0.83
H  2.416  0.363  4.603  0.23
H  1.007  -0.347  3.797  0.05
H  0.938  0.133  5.524  0.46
H  -0.104  2.497  5.835  0.37
H  0.615  3.777  4.819  0.35
H  1.619  2.756  5.894  0.39

2S+1: 5
E_tot, eV: -134297.203
Net charge: +3
Molecular weight, Da: 858.66
E_HOMO (spin up / spin down), hartree: -0.5226 / -0.5546
HOMO-LUMO gap (spin up / spin down), eV: 6.17 / 3.53

2.
Entry from OMol25: a molecular structure, C30H29Cl2N4OW at a distorted geometry (ωB97M-V with the def2-TZVPD basis set).

Last column: Mulliken charge in e.
Cartesian coordinates (Å):
W  -0.965  0.099  1.432  0.64
C  -0.800  4.315  -0.125  -1.76
C  -1.226  3.022  0.475  1.02
N  -0.419  2.043  0.810  0.32
N  0.964  1.875  0.504  -0.79
C  1.035  0.571  0.554  0.46
O  0.013  0.018  2.786  -0.91
C  2.318  -0.110  0.715  -0.32
C  3.576  -0.684  4.347  -0.70
C  4.544  -0.868  3.515  0.21
C  5.123  -1.169  2.219  -0.36
C  4.728  -0.898  0.962  -0.80
C  3.603  -0.163  0.378  0.24
C  -2.560  2.630  0.737  0.65
C  -3.685  3.443  0.564  -0.93
C  -4.942  2.930  0.754  -0.42
C  -5.092  1.568  1.123  -0.69
C  -3.982  0.803  1.304  -0.18
N  -2.705  1.297  1.130  0.09
H  0.272  4.300  -0.310  0.38
H  -1.018  5.142  0.552  0.47
H  -1.319  4.505  -1.065  0.35
H  2.696  -2.244  1.949  0.28
H  5.239  -0.771  4.405  0.40
H  6.086  -1.659  2.296  0.39
H  5.444  -1.204  0.207  0.38
H  3.857  0.405  -0.530  0.26
H  -3.543  4.475  0.274  0.45
H  -5.812  3.557  0.620  0.43
H  -6.068  1.130  1.268  0.44
H  -4.053  -0.238  1.593  0.43
C  2.404  1.968  -3.392  -1.61
C  0.992  2.179  -2.852  1.58
C  0.192  3.045  -3.826  -1.61
C  0.270  0.884  -2.527  0.52
C  -1.083  0.901  -2.176  -0.27
C  -1.772  -0.270  -1.879  -1.05
C  -1.135  -1.518  -1.929  0.93
C  -1.901  -2.789  -1.671  -1.34
C  0.216  -1.530  -2.247  -0.94
C  0.903  -0.356  -2.540  -0.43
H  2.857  2.929  -3.634  0.45
H  2.396  1.364  -4.302  0.41
H  3.053  1.476  -2.665  0.17
H  1.092  2.723  -1.909  -0.20
H  0.032  2.514  -4.767  0.40
H  0.733  3.965  -4.046  0.43
H  -0.788  3.324  -3.434  0.31
H  -1.624  1.842  -2.155  0.27
H  -2.834  -0.220  -1.659  0.46
H  -2.158  -2.882  -0.601  0.04
H  -1.322  -3.664  -1.961  0.36
H  -2.835  -2.802  -2.233  0.42
H  0.738  -2.478  -2.304  0.40
H  1.945  -0.427  -2.816  0.48
Cl  1.761  -1.457  2.355  0.02
C  0.629  -2.988  2.349  0.66
C  1.230  -4.155  2.764  -0.78
C  0.455  -5.306  2.787  -0.54
C  -0.884  -5.248  2.392  -0.65
C  -1.438  -4.057  1.956  0.62
Cl  -3.106  -3.991  1.522  -0.16
C  -0.701  -2.861  1.881  -0.32
N  -1.265  -1.685  1.446  0.18
H  2.263  -4.178  3.087  0.51
H  0.884  -6.241  3.120  0.41
H  -1.505  -6.132  2.423  0.45

2S+1: 3
E_tot, eV: -66441.581
Net charge: +1
Molecular weight, Da: 716.34
E_HOMO (spin up / spin down), hartree: -0.3337 / -0.4079
HOMO-LUMO gap (spin up / spin down), eV: 5.69 / 6.64

3.
Entry from OMol25: a molecular structure, C30H29ClCoN2O3S (ωB97M-V with the def2-TZVPD basis set).

Last column: Mulliken charge in e.
Cartesian coordinates (Å):
Co  0.118  0.461  -0.021  -0.49
O  -4.364  0.999  0.815  -0.90
S  -3.144  1.213  0.056  1.25
O  -3.295  1.218  -1.376  -0.73
N  -1.937  0.197  0.473  -0.05
C  -2.183  -0.965  1.162  0.86
C  -3.381  -1.463  1.667  -0.83
C  -3.452  -2.683  2.352  -0.86
C  -2.355  -3.464  2.585  -0.89
C  -1.112  -3.016  2.103  1.15
C  0.072  -3.759  2.285  -0.65
C  1.250  -3.291  1.786  -0.99
C  1.257  -2.061  1.108  0.02
N  0.176  -1.342  0.924  0.26
C  -1.021  -1.797  1.404  -0.40
C  -2.548  2.791  0.586  0.34
C  -1.229  3.282  0.108  0.75
C  -0.884  4.622  0.643  -0.74
C  -1.636  5.260  1.574  -0.84
C  -2.860  4.704  2.023  -0.78
C  -3.293  3.466  1.512  -0.42
H  -4.284  -0.896  1.526  0.59
H  -4.425  -3.010  2.711  0.36
H  -2.415  -4.411  3.113  0.33
H  0.024  -4.705  2.818  0.37
H  2.179  -3.839  1.900  0.42
H  2.175  -1.657  0.700  0.28
H  -0.508  2.632  0.618  -1.47
H  0.065  5.034  0.314  0.51
H  -1.305  6.213  1.976  0.35
H  -3.464  5.228  2.754  0.35
H  -4.219  3.024  1.857  0.44
C  0.005  1.173  2.767  -1.15
C  0.861  1.288  1.489  1.57
O  1.958  1.795  1.602  -0.69
H  0.601  1.494  3.626  0.49
H  -0.362  0.153  2.914  0.15
H  -0.880  1.809  2.670  0.08
Cl  2.544  3.996  -5.343  -0.35
C  2.313  2.961  -3.892  0.58
C  1.199  2.178  -3.860  -2.21
C  0.884  1.396  -2.606  1.32
C  2.170  1.111  -1.854  -1.15
C  1.873  0.132  -0.806  -0.99
C  3.223  1.962  -1.942  0.39
C  3.313  2.996  -2.921  -1.34
H  0.590  2.067  -4.748  0.90
H  0.440  0.425  -2.905  0.03
H  2.674  0.026  -0.065  0.31
H  1.615  -0.846  -1.269  0.56
H  4.034  1.850  -1.222  0.31
H  4.145  3.683  -2.980  0.38
C  -2.693  4.535  -1.932  -2.07
C  -1.381  3.892  -2.414  2.47
C  -0.399  5.014  -2.765  -1.29
C  -1.757  3.115  -3.677  -1.34
C  -0.786  2.975  -1.332  1.31
C  -0.009  1.889  -1.437  -0.44
H  -3.097  5.145  -2.748  0.61
H  -2.556  5.192  -1.069  0.27
H  -3.434  3.772  -1.681  0.28
H  -0.815  5.648  -3.560  0.49
H  0.552  4.603  -3.104  -0.17
H  -0.211  5.652  -1.894  0.28
H  -2.346  3.762  -4.338  0.50
H  -2.357  2.242  -3.410  0.23
H  -0.873  2.793  -4.218  0.08

2S+1: 2
E_tot, eV: -101683.494
Net charge: -2
Molecular weight, Da: 592.03
E_HOMO (spin up / spin down), hartree: 0.0308 / 0.0312
HOMO-LUMO gap (spin up / spin down), eV: 3.44 / 3.43